Here is a structure of composition C14H24Cl9O10 from OMol25. Energies are from ωB97M-V/def2-TZVPD.

Each line ends with the Löwdin charge.
CARTESIAN COORDINATES (ANGSTROEM)
Cl  -0.47296  0.04329  -0.15496  0.832
O  0.81443  0.72134  -0.04394  -0.584
O  -0.89954  -0.01467  -1.53501  -0.370
O  -0.34220  -1.26266  0.40390  -0.445
O  -1.46463  0.76683  0.52053  -0.337
C  0.40221  -1.63789  -2.12232  -0.329
C  -0.37726  -2.80749  -2.68467  -0.163
O  0.55073  -3.58517  -3.35684  0.094
C  1.79110  -3.18165  -3.07800  -0.541
O  2.84903  -3.66247  -3.48760  0.101
O  1.72160  -2.15077  -2.23996  -0.029
H  0.29986  -1.45437  -1.05277  0.060
H  0.29498  -0.70728  -2.67961  -0.033
H  -1.06077  -2.35071  -3.40041  0.148
H  -0.84668  -3.38960  -1.89164  0.011
C  1.09638  2.74035  0.62426  -0.135
C  -0.02053  2.37594  1.63910  -0.129
O  0.45832  3.11123  2.80347  -0.065
C  1.76476  3.50032  2.62713  -0.661
O  2.46859  4.01618  3.51015  0.066
O  2.14044  3.21992  1.39695  0.075
H  0.69601  3.58525  0.06393  0.155
H  1.47656  1.87764  0.07718  -0.031
H  -0.08875  1.30067  1.80423  0.042
H  -0.98067  2.77292  1.30952  0.086
Cl  3.76915  -1.09624  -0.34615  0.583
C  3.85683  0.52724  -1.16964  -0.528
C  2.54260  1.21532  -1.20288  -0.534
Cl  1.47292  0.47334  -2.41905  0.948
H  4.17891  0.32626  -2.19138  0.067
H  4.64011  0.99515  -0.57326  0.076
H  2.80616  2.19038  -1.61265  0.105
H  2.16222  1.30243  -0.18512  0.017
Cl  -3.66137  -2.81478  -1.52415  0.589
C  -2.27506  -2.10876  -0.64581  -0.652
C  -1.84946  -3.13087  0.44672  -0.625
Cl  -1.41900  -4.65478  -0.26435  0.654
H  -2.54569  -1.13204  -0.24469  0.050
H  -1.36394  -1.86905  -1.19398  0.005
H  -2.66234  -3.28840  1.15560  0.076
H  -0.99376  -2.75739  1.00920  0.061
Cl  -5.28893  0.46593  0.61113  0.523
C  -3.80851  1.35020  0.07070  -0.685
C  -3.80237  2.76344  0.48217  -0.698
Cl  -3.56469  2.90103  2.20831  0.622
H  -3.71844  1.37935  -1.01519  0.093
H  -2.92074  0.82871  0.42846  -0.022
H  -4.66027  3.24904  0.01708  0.081
H  -2.96117  3.25941  -0.00206  0.073
Cl  1.78368  1.12188  3.61985  0.829
C  0.81702  -0.21877  2.95052  -0.577
C  1.42362  -0.80520  1.73069  -0.652
Cl  2.93280  -1.69572  2.14425  0.496
H  -0.20405  0.08617  2.72134  0.075
H  0.71835  -1.00800  3.69584  0.080
H  1.57982  -0.11653  0.90036  0.010
H  0.74458  -1.56591  1.34555  0.037

**LUMO**: 2.289 eV
**Orbital gap**: 0.335 hartree
**Multiplicity**: 1
**Total charge**: -1